No. 1
{"formula": "C14H9CuNO6S", "method": "ωB97M-V/def2-TZVPD", "multiplicity": 2, "s2": 0.786, "homo_lumo_gap_ev": [6.61, 6.03], "e_homo_ev": [-7.861, -7.903], "total_energy_ha": -3083.744548, "largest_force_ev_per_a": 4.2, "lumo_ev": [-1.25, -1.87], "symbols": ["Cu", "O", "C", "O", "C", "C", "C", "C", "C", "N", "C", "O", "O", "H", "H", "H", "H", "H", "O", "C", "O", "C", "C", "C", "C", "C", "C", "S", "H", "H", "H", "H"], "xyz": [[12.960, 4.729, 5.044], [16.587, 6.323, 5.961], [15.446, 5.641, 5.850], [14.883, 5.359, 4.756], [14.790, 5.282, 7.152], [15.393, 5.405, 8.401], [14.765, 4.833, 9.542], [13.501, 4.236, 9.419], [12.982, 4.243, 8.119], [13.578, 4.674, 6.997], [11.702, 3.551, 7.847], [10.711, 3.844, 8.715], [11.714, 2.771, 6.863], [17.203, 6.109, 5.217], [16.268, 6.043, 8.560], [15.224, 4.887, 10.525], [13.012, 3.776, 10.284], [9.864, 3.498, 8.260], [10.716, 6.631, 5.482], [10.335, 5.597, 4.900], [11.179, 4.738, 4.376], [8.851, 5.334, 4.681], [8.112, 6.007, 3.742], [6.723, 6.000, 3.750], [6.003, 5.285, 4.724], [6.720, 4.538, 5.668], [8.160, 4.395, 5.539], [8.883, 3.098, 6.302], [8.719, 6.583, 2.999], [6.230, 6.440, 2.847], [4.920, 5.211, 4.675], [6.273, 4.081, 6.505]], "forces_ev_per_angstrom": [[-0.873, 0.002, -0.198], [0.554, -0.974, -0.450], [-1.923, -0.093, -2.353], [2.423, 0.669, 2.894], [-0.648, -0.701, 0.349], [-0.365, 0.268, 0.950], [-0.523, 0.161, -0.675], [1.669, 0.823, -0.568], [-0.389, -0.305, -0.125], [1.602, 0.669, 1.639], [0.147, -2.191, -2.820], [-0.596, -1.032, -1.845], [-0.735, 2.122, 3.512], [-0.910, 0.494, 0.403], [-0.099, -0.606, -0.345], [0.120, 0.095, -0.248], [-0.062, 0.274, -0.611], [1.125, 0.445, 0.891], [-1.268, -1.115, -0.230], [2.645, -0.036, -0.916], [-1.903, 0.614, 0.443], [0.074, -1.048, 1.021], [1.184, 1.126, -0.481], [-0.545, -0.518, -1.409], [0.687, -0.434, 0.263], [1.106, 1.198, -1.742], [-1.200, 1.352, 0.017], [-0.026, -0.210, 0.049], [-0.969, -0.313, 0.632], [0.173, -0.215, 1.209], [0.173, 0.321, 0.211], [-0.647, -0.841, 0.533]]}

No. 2
{"formula": "C6H5BrClN3", "method": "ωB97M-V/def2-TZVPD", "multiplicity": 1, "homo_lumo_gap_ev": 7.23, "e_homo_ev": -7.871, "total_energy_ha": -3429.939843, "largest_force_ev_per_a": 6.3, "lumo_ev": -0.65, "symbols": ["C", "C", "C", "C", "C", "C", "N", "N", "N", "Cl", "Br", "H", "H", "H", "H", "H"], "xyz": [[2.071, 0.167, -0.885], [1.208, -0.949, -1.103], [0.427, 1.182, 0.702], [-1.810, -1.444, 0.368], [1.693, 1.105, 0.037], [-1.624, -0.178, 1.023], [-0.789, -1.959, -0.203], [-0.272, 0.110, 0.966], [0.236, -1.256, -0.276], [2.597, 2.549, 0.009], [-2.962, 1.338, -0.261], [2.772, 0.326, -1.565], [1.258, -1.397, -2.077], [-0.100, 2.197, 0.983], [-2.731, -1.974, 0.275], [-1.975, 0.183, 2.008]], "forces_ev_per_angstrom": [[-4.591, -3.086, 2.929], [0.402, 0.812, -0.057], [-0.324, 1.866, 0.486], [-0.993, 0.057, 0.626], [-1.364, 1.021, 0.988], [1.551, 1.936, 0.726], [-0.050, -1.658, -1.854], [-0.056, -1.165, -1.680], [1.449, 1.841, 1.639], [0.504, 0.987, 0.164], [0.387, -0.257, 0.357], [3.074, 0.834, -2.652], [-0.280, -0.362, -0.382], [1.350, -1.860, -0.980], [-0.435, -0.125, 0.491], [-0.624, -0.841, -0.800]]}

No. 3
{"formula": "C53H70CsGeN6O2P3", "method": "ωB97M-V/def2-TZVPD", "multiplicity": 2, "s2": 0.753, "charge": -1, "homo_lumo_gap_ev": [5.60, 5.29], "e_homo_ev": [-3.702, -3.705], "total_energy_ha": -5661.792707, "largest_force_ev_per_a": 1.3, "lumo_ev": [1.90, 1.58], "symbols": ["Cs", "C", "C", "C", "P", "C", "N", "Ge", "N", "C", "P", "C", "C", "C", "C", "C", "C", "C", "C", "C", "C", "C", "C", "N", "C", "C", "C", "C", "C", "C", "C", "C", "C", "C", "C", "C", "N", "C", "P", "C", "C", "C", "C", "C", "C", "C", "C", "C", "H", "H", "H", "H", "H", "H", "H", "H", "H", "H", "H", "H", "H", "H", "H", "H", "H", "H", "H", "H", "H", "H", "H", "H", "H", "H", "H", "H", "H", "H", "H", "H", "H", "H", "H", "H", "H", "H", "H", "H", "H", "H", "H", "H", "H", "H", "H", "H", "H", "H", "H", "H", "H", "H", "H", "H", "H", "H", "H", "H", "O", "C", "C", "C", "C", "C", "C", "C", "N", "N", "C", "O", "C", "C", "C", "C", "C", "C", "H", "H", "H", "H", "H", "H", "H", "H", "H", "H"], "xyz": [[-0.503, -1.192, -1.581], [-3.457, -2.596, -0.282], [-3.727, -1.372, 0.602], [-5.029, -1.537, 1.380], [-3.508, 0.232, -0.337], [-3.380, 1.403, 1.108], [-2.210, 1.224, 1.956], [-0.436, 0.767, 1.303], [0.359, -0.753, 2.258], [0.187, -2.158, 1.929], [1.170, -3.143, 0.612], [0.228, -4.724, 0.984], [0.568, -5.458, 2.278], [0.257, -5.668, -0.226], [2.869, -3.483, 1.283], [3.743, -2.214, 1.204], [3.522, -4.571, 0.424], [1.287, -0.401, 3.213], [2.258, -1.222, 3.792], [3.175, -0.701, 4.698], [3.158, 0.635, 5.059], [2.152, 1.451, 4.550], [1.225, 0.919, 3.681], [0.038, 1.629, 3.231], [-1.130, 1.319, 4.049], [-1.069, 1.190, 5.419], [-2.233, 0.952, 6.143], [-3.431, 0.846, 5.460], [-3.488, 0.943, 4.073], [-2.326, 1.164, 3.325], [0.240, 3.046, 2.993], [0.148, 3.998, 3.987], [0.487, 5.318, 3.714], [0.935, 5.636, 2.440], [0.994, 4.684, 1.431], [0.601, 3.359, 1.668], [0.550, 2.336, 0.751], [0.903, 2.559, -0.660], [-0.505, 2.696, -1.875], [0.494, 2.772, -3.448], [-0.395, 3.202, -4.619], [1.153, 1.433, -3.772], [-1.149, 4.451, -1.807], [-1.980, 4.684, -0.543], [-0.152, 5.583, -2.038], [-5.220, 0.708, -0.882], [-5.196, 2.136, -1.437], [-5.706, -0.266, -1.957], [-3.324, -3.490, 0.334], [-2.569, -2.470, -0.903], [-4.285, -2.791, -0.965], [-2.907, -1.304, 1.330], [-5.875, -1.682, 0.703], [-5.252, -0.680, 2.017], [-4.971, -2.418, 2.025], [-4.297, 1.326, 1.695], [-3.376, 2.410, 0.688], [-0.831, -2.297, 1.543], [0.225, -2.730, 2.863], [-0.806, -4.371, 1.074], [1.572, -5.888, 2.241], [-0.133, -6.283, 2.443], [0.518, -4.807, 3.154], [1.249, -6.099, -0.377], [-0.018, -5.144, -1.144], [-0.444, -6.496, -0.080], [2.814, -3.846, 2.314], [4.076, -2.059, 0.179], [4.629, -2.317, 1.836], [3.215, -1.307, 1.497], [3.480, -4.293, -0.632], [3.052, -5.549, 0.538], [4.577, -4.671, 0.701], [2.323, -2.262, 3.508], [3.933, -1.357, 5.109], [3.901, 1.038, 5.733], [2.082, 2.492, 4.837], [-0.111, 1.272, 5.918], [-2.198, 0.852, 7.220], [-4.348, 0.666, 6.009], [-4.445, 0.825, 3.585], [-0.181, 3.701, 4.975], [0.418, 6.073, 4.486], [1.236, 6.651, 2.213], [1.342, 4.975, 0.454], [1.429, 1.668, -1.006], [1.613, 3.382, -0.756], [1.290, 3.512, -3.314], [-1.259, 2.537, -4.708], [0.167, 3.135, -5.554], [-0.763, 4.224, -4.527], [0.421, 0.641, -3.953], [1.824, 1.089, -2.990], [1.751, 1.524, -4.683], [-1.854, 4.458, -2.645], [-1.376, 4.616, 0.364], [-2.785, 3.952, -0.471], [-2.433, 5.680, -0.563], [0.572, 5.651, -1.226], [-0.677, 6.542, -2.081], [0.400, 5.469, -2.969], [-5.902, 0.671, -0.027], [-4.447, 2.228, -2.229], [-4.965, 2.878, -0.672], [-6.171, 2.393, -1.863], [-4.993, -0.318, -2.785], [-6.667, 0.065, -2.359], [-5.836, -1.276, -1.571], [-1.154, -2.872, -3.441], [-0.664, -3.375, -4.510], [-1.505, -4.050, -5.453], [-1.023, -4.632, -6.603], [0.340, -4.585, -6.914], [1.181, -3.929, -6.038], [0.739, -3.312, -4.857], [1.782, -2.627, -4.094], [1.664, -1.897, -3.046], [2.879, -1.317, -2.671], [2.830, -0.592, -1.579], [1.872, -0.414, -0.751], [4.095, 0.209, -1.318], [4.151, 1.015, -0.183], [5.270, 1.792, 0.088], [6.356, 1.773, -0.777], [6.311, 0.970, -1.912], [5.191, 0.195, -2.182], [-2.560, -4.092, -5.208], [-1.712, -5.135, -7.275], [0.724, -5.045, -7.815], [2.242, -3.873, -6.266], [2.792, -2.738, -4.506], [3.297, 1.018, 0.485], [5.294, 2.410, 0.979], [7.232, 2.377, -0.569], [7.155, 0.952, -2.593], [5.136, -0.429, -3.063]], "forces_ev_per_angstrom": [[-1.104, 0.596, 0.122], [-0.035, 0.074, 0.017], [-0.004, 0.035, -0.007], [-0.006, -0.021, 0.012], [-0.012, -0.048, 0.166], [0.078, -0.058, 0.111], [0.033, 0.010, -0.044], [0.028, -0.018, -0.008], [0.184, 0.091, 0.053], [0.105, -0.180, -0.030], [-0.099, 0.099, 0.088], [0.009, -0.056, -0.089], [0.045, -0.034, 0.019], [0.017, 0.015, 0.030], [0.117, 0.195, -0.008], [-0.218, -0.099, -0.022], [0.026, -0.028, 0.018], [-0.140, 0.039, -0.070], [0.036, -0.142, 0.052], [-0.029, -0.104, -0.037], [-0.020, 0.043, -0.020], [-0.018, -0.006, -0.021], [-0.028, 0.186, 0.013], [-0.074, 0.037, 0.102], [0.110, 0.003, 0.010], [-0.031, 0.008, 0.007], [0.061, 0.004, 0.009], [-0.048, 0.004, -0.108], [-0.070, -0.023, 0.080], [0.028, 0.010, -0.008], [-0.015, -0.073, 0.005], [0.007, -0.048, -0.083], [0.016, 0.024, -0.059], [-0.020, -0.044, 0.029], [-0.006, 0.010, -0.016], [0.020, -0.181, -0.015], [0.088, 0.140, -0.128], [-0.100, 0.060, 0.235], [-0.048, 0.034, 0.011], [-0.086, -0.010, -0.061], [0.031, -0.055, 0.024], [0.012, -0.013, 0.018], [-0.027, 0.006, 0.034], [0.044, -0.016, -0.004], [0.017, -0.003, 0.092], [0.035, -0.032, -0.076], [0.016, -0.037, -0.046], [0.004, 0.061, -0.028], [-0.004, 0.006, -0.004], [-0.374, -0.264, 0.146], [-0.028, 0.013, -0.002], [-0.013, 0.015, 0.008], [0.005, 0.005, 0.002], [0.021, 0.000, -0.010], [-0.014, 0.009, -0.006], [0.018, -0.019, 0.045], [0.030, 0.004, 0.011], [0.014, 0.121, 0.052], [-0.087, 0.078, 0.050], [-0.015, 0.017, -0.030], [-0.002, 0.003, -0.009], [0.022, 0.015, -0.005], [0.011, -0.020, -0.018], [-0.069, 0.025, -0.003], [0.002, -0.003, 0.024], [0.013, 0.015, 0.007], [-0.013, 0.042, 0.041], [0.002, -0.046, -0.058], [0.015, -0.043, 0.022], [0.043, -0.073, -0.036], [-0.004, -0.010, 0.014], [0.023, 0.049, 0.028], [-0.032, -0.004, -0.012], [-0.006, 0.075, 0.023], [-0.020, -0.008, -0.018], [-0.005, 0.003, 0.002], [0.003, -0.007, 0.002], [-0.013, -0.003, -0.004], [0.009, 0.002, -0.020], [0.001, 0.004, -0.024], [0.021, 0.003, -0.010], [-0.002, 0.001, -0.005], [0.000, -0.004, -0.015], [0.003, 0.004, -0.006], [-0.001, -0.003, 0.001], [0.058, -0.093, 0.092], [0.008, 0.050, 0.070], [0.026, 0.042, 0.013], [0.015, 0.007, 0.004], [-0.003, -0.001, 0.012], [-0.004, 0.013, 0.012], [-0.054, 0.052, 0.009], [0.004, -0.013, -0.007], [-0.012, 0.006, 0.003], [-0.023, -0.014, -0.028], [-0.020, 0.002, -0.023], [0.019, 0.018, -0.013], [0.011, -0.009, -0.002], [-0.018, 0.003, -0.045], [0.001, -0.013, 0.015], [0.017, -0.019, -0.040], [-0.027, -0.004, 0.043], [-0.025, -0.004, 0.028], [-0.025, -0.010, -0.010], [0.020, -0.014, 0.008], [-0.019, 0.008, 0.023], [0.006, -0.011, -0.003], [0.010, -0.020, 0.020], [0.075, -0.493, -0.675], [0.072, 0.025, 0.098], [0.080, 0.002, 0.029], [-0.034, 0.028, 0.068], [-0.006, 0.008, 0.000], [0.001, 0.030, 0.061], [-0.080, -0.019, 0.032], [-0.080, -0.016, 0.033], [0.579, -0.324, -0.486], [0.237, 0.127, 0.128], [0.073, 0.162, 0.045], [0.765, 0.148, -0.114], [0.008, -0.112, 0.013], [-0.025, 0.016, 0.054], [0.014, -0.005, -0.016], [-0.035, -0.031, -0.008], [-0.059, -0.038, 0.003], [-0.013, 0.041, 0.059], [0.011, 0.002, -0.003], [-0.003, 0.003, 0.006], [0.001, 0.002, 0.000], [-0.009, 0.002, 0.006], [-0.004, 0.037, -0.016], [0.005, 0.001, -0.021], [-0.007, -0.015, -0.023], [-0.008, 0.000, -0.004], [-0.010, -0.005, 0.008], [0.008, -0.007, -0.006]]}